ORCA calculation (the ωB97M-V functional and the def2-TZVPD basis) on an isolated molecule of C5H7NO.

```
14
C5H7NO the ωB97M-V functional and the def2-TZVPD basis
O -0.082 -1.735 3.031
C -1.034 -1.497 2.013
C -0.413 -0.906 0.828
C 0.253 -0.477 -0.079
C 0.887 0.119 -1.216
C 0.371 1.437 -1.646
N 1.739 1.312 -1.148
H 0.667 -2.182 2.613
H -1.555 -2.421 1.721
H -1.782 -0.811 2.426
H 1.207 -0.541 -2.018
H -0.325 1.998 -1.027
H 0.184 1.445 -2.709
H 1.733 1.621 -0.176
```

Computed properties:
* SMILES string: OCC#C[C@H]1CN1
* strongest force on any atom: 0.0172 hartree/bohr
* orbital gap: 10.07 eV
* ΔE to the lowest compared entry with this formula, charge and spin: 339.6 kJ/mol
* E: -324.5951 Ha

ORCA calculation (the ωB97M-V functional and the def2-TZVPD basis) on a cluster of 11 separate species, C5H29NO12 in total at a distorted geometry.

```
47
C5H29NO12 the ωB97M-V functional and the def2-TZVPD basis
C -2.511 -1.274 0.313
N -1.860 -0.031 -0.129
C -1.178 0.743 0.957
C 0.303 0.466 0.582
O 1.314 0.951 1.115
C -1.593 2.175 1.025
C -1.154 2.818 2.459
O -1.964 2.610 3.329
H -3.109 -1.255 1.210
H -3.269 -1.543 -0.389
H -1.637 -1.975 0.348
H -2.395 0.470 -0.730
H -1.487 0.278 1.953
H 0.289 -0.230 -0.196
H -1.470 2.702 0.103
H -2.700 2.302 1.068
H -0.360 3.392 2.544
O 0.655 -3.698 0.272
H 0.485 -4.167 1.108
H 1.524 -3.349 0.474
O -0.027 2.784 -3.398
H -0.494 2.150 -2.874
H 0.636 3.182 -2.797
O -0.945 0.125 -2.987
H -1.297 -0.445 -3.696
H -0.320 -0.466 -2.506
O 2.406 -0.075 3.813
H 3.042 0.594 3.353
H 1.549 0.163 3.479
O 3.331 -1.956 1.943
H 2.849 -1.487 2.628
H 3.964 -2.546 2.452
O -2.873 1.632 -2.166
H -3.232 0.869 -2.645
H -2.167 1.868 -2.683
O 1.096 0.596 -4.403
H 1.159 1.579 -4.444
H 0.214 0.474 -4.198
O 4.436 -0.182 0.102
H 3.947 -0.732 -0.505
H 4.478 -0.665 0.976
O -1.483 -0.637 4.369
H -2.193 -0.212 3.988
H -1.673 -1.199 5.007
O 2.076 -2.611 -3.270
H 1.882 -1.650 -2.760
H 1.753 -2.538 -4.194
```

Computed properties:
* SMILES string: CN[C@@H](C=O)CC=O.O.O.O.O.O.O.O.O.O.O
* strongest force on any atom: 0.1449 hartree/bohr
* orbital gap: 8.95 eV
* ΔE to the lowest compared entry with this formula, charge and spin: 666.9 kJ/mol
* E: -1165.3750 Ha

ORCA calculation (the ωB97M-V functional and the def2-TZVPD basis) on the ion C6H9N2OS with charge +1 at a distorted geometry.

```
19
C6H9N2OS the ωB97M-V functional and the def2-TZVPD basis
C 0.432 -0.754 -0.729
C -0.139 0.184 -1.569
C 0.221 -0.879 0.652
C -0.772 -0.175 1.396
C 0.121 -1.866 2.690
C -0.979 -0.783 2.553
N 0.765 -1.823 1.427
N 0.371 2.849 -2.308
O -2.140 1.762 -2.158
S -1.032 1.691 -1.187
H 1.007 -1.464 -1.286
H -0.168 -0.112 -2.720
H 0.908 -1.524 3.550
H -0.169 -2.797 2.928
H -1.581 -0.731 3.421
H 1.183 -2.586 0.948
H -0.062 2.987 -3.215
H 0.814 3.715 -2.041
H 1.218 2.304 -2.352
```

Computed properties:
* total charge: +1
* strongest force on any atom: 0.0890 hartree/bohr
* orbital gap (alpha / beta): 8.14 / 5.73 eV
* ΔE to the lowest compared entry with this formula, charge and spin: 435.7 kJ/mol
* E: -816.5099 Ha

ORCA calculation (the ωB97M-V functional and the def2-TZVPD basis) on a structure of composition C53H46F3IrN6O2PS5 at a distorted geometry.

```
117
C53H46F3IrN6O2PS5 the ωB97M-V functional and the def2-TZVPD basis
Ir 2.275 0.451 -0.318
S 2.517 -0.995 -2.070
C 1.587 -0.074 -3.216
N 1.254 -0.596 -4.407
N 1.888 -1.673 -4.749
C 1.329 -2.648 -5.580
C 2.042 -3.829 -5.782
C 1.502 -4.831 -6.568
C 0.258 -4.665 -7.162
C -0.452 -3.487 -6.953
C 0.076 -2.476 -6.168
N 1.111 1.136 -2.909
N 1.242 1.583 -1.711
C 0.777 2.866 -1.545
C 0.370 3.666 -2.648
C -0.103 4.929 -2.433
C -0.207 5.446 -1.126
C 0.187 4.684 -0.047
C 0.676 3.399 -0.242
H 2.732 -1.914 -4.234
H 3.012 -3.962 -5.311
H 2.051 -5.754 -6.707
H -0.160 -5.447 -7.784
H -1.434 -3.356 -7.393
H -0.467 -1.557 -5.997
H 0.454 3.273 -3.647
H -0.389 5.538 -3.281
H -0.594 6.446 -0.972
H 0.118 5.074 0.958
H 1.001 2.812 0.605
F 7.519 1.298 0.542
C 7.371 -0.015 0.292
F 8.423 -0.653 0.848
F 7.461 -0.188 -1.042
C 6.079 -0.554 0.830
C 6.075 -1.568 1.766
C 4.865 -2.092 2.210
C 3.703 -1.600 1.670
N 3.709 -0.612 0.769
C 4.852 -0.053 0.363
S 4.603 1.254 -0.721
H 7.011 -1.954 2.147
H 4.829 -2.873 2.956
H 2.739 -2.004 1.955
C 2.127 -2.432 6.331
C 2.244 -1.271 5.373
C 3.474 -0.700 5.079
C 3.599 0.346 4.165
C 4.952 0.950 3.888
C 2.451 0.835 3.541
C 1.183 0.337 3.879
C -0.082 0.995 3.388
C 1.107 -0.732 4.773
C 2.572 1.968 2.526
O 3.039 3.037 2.870
O 2.136 1.713 1.312
H 3.042 -2.560 6.910
H 1.935 -3.362 5.788
H 1.297 -2.283 7.024
H 4.367 -1.070 5.580
H 5.738 0.377 4.386
H 4.982 1.979 4.243
H 5.171 0.984 2.818
H -0.119 2.040 3.704
H -0.961 0.490 3.792
H -0.151 1.010 2.308
H 0.128 -1.131 5.033
N 0.642 -1.020 0.423
S -0.901 -1.318 0.761
C -1.066 -3.123 0.654
C -1.764 -3.753 1.669
C -1.959 -5.130 1.605
C -1.448 -5.847 0.533
C -0.736 -5.199 -0.474
C -0.537 -3.830 -0.415
C -1.848 -1.055 -0.730
C -3.229 -1.129 -0.620
C -3.992 -0.917 -1.755
C -3.378 -0.623 -2.969
C -1.993 -0.585 -3.060
C -1.222 -0.817 -1.931
H 1.096 -1.044 1.341
H -2.160 -3.170 2.496
H -2.503 -5.638 2.392
H -1.603 -6.918 0.479
H -0.340 -5.765 -1.308
H 0.016 -3.309 -1.190
H -3.698 -1.319 0.341
H -5.072 -0.961 -1.687
H -3.984 -0.420 -3.844
H -1.500 -0.357 -3.998
H -0.145 -0.790 -1.957
S -2.347 4.009 2.390
P -3.039 2.964 0.857
S -1.572 1.977 -0.101
C -4.218 1.682 1.387
C -3.919 0.971 2.547
C -4.722 -0.094 2.933
C -5.823 -0.454 2.159
C -6.116 0.250 1.000
C -5.312 1.316 0.608
C -3.956 4.038 -0.295
C -4.871 4.956 0.219
C -5.470 5.882 -0.621
C -5.158 5.898 -1.977
C -4.260 4.976 -2.493
C -3.653 4.046 -1.652
H -3.060 1.270 3.139
H -4.496 -0.641 3.843
H -6.455 -1.281 2.465
H -6.974 -0.031 0.399
H -5.533 1.865 -0.302
H -5.094 4.949 1.280
H -6.176 6.600 -0.220
H -5.618 6.634 -2.628
H -4.021 4.978 -3.552
H -2.938 3.332 -2.042
```

Computed properties:
* spin multiplicity: 2
* <S²>: 1.13
* strongest force on any atom: 0.0366 hartree/bohr
* orbital gap (alpha / beta): 6.28 / 4.74 eV
* ΔE to the lowest compared entry with this formula, charge and spin: 106.6 kJ/mol
* E: -5262.5079 Ha

ORCA calculation (the ωB97M-V functional and the def2-TZVPD basis) on a structure of composition C5H6AgO4 at a distorted geometry.

```
16
C5H6AgO4 the ωB97M-V functional and the def2-TZVPD basis
O -1.333 -0.816 -1.922
C -2.195 -1.507 -2.564
C -3.349 -1.983 -1.885
O -3.476 -1.756 -0.634
Ag -1.951 -0.629 0.020
H -2.082 -1.657 -3.645
H -4.155 -2.481 -2.439
C 2.179 -1.209 3.420
C 1.273 -0.336 3.013
O 0.407 -0.718 1.977
C -0.163 0.112 1.162
O 0.296 1.321 1.243
H 2.246 -2.209 2.991
H 1.107 0.651 3.439
H 2.815 -0.950 4.267
H -0.275 1.958 0.793
```

Computed properties:
* total charge: +1
* spin multiplicity: 3
* <S²>: 2.01
* strongest force on any atom: 0.0436 hartree/bohr
* orbital gap (alpha / beta): 8.60 / 6.65 eV
* ΔE to the lowest compared entry with this formula, charge and spin: 0.0 kJ/mol
* E: -641.6281 Ha

ORCA calculation (the ωB97M-V functional and the def2-TZVPD basis) on a cluster of 2 separate species, C6H14O2 in total at a distorted geometry.

```
22
C6H14O2 the ωB97M-V functional and the def2-TZVPD basis
C -1.460 2.332 -0.297
C -1.951 1.233 -1.228
C -2.152 -0.156 -0.590
C -0.889 -0.799 -0.071
C 0.342 -0.653 -0.531
C 1.504 -1.274 0.197
O 1.582 -1.004 1.574
H -0.687 1.956 0.350
H -0.926 3.115 -0.848
H -2.289 2.808 0.224
H -1.187 1.004 -1.965
H -2.813 1.566 -1.809
H -2.933 -0.188 0.172
H -2.554 -0.770 -1.398
H -1.096 -1.469 0.765
H 0.571 -0.040 -1.396
H 1.457 -2.361 0.065
H 2.432 -1.040 -0.333
H 0.725 -0.684 1.883
O 4.454 -1.304 1.844
H 4.179 -1.043 0.969
H 3.690 -1.232 2.423
```

Computed properties:
* SMILES string: CCC/C=C/CO.O
* strongest force on any atom: 0.0316 hartree/bohr
* orbital gap: 10.59 eV
* ΔE to the lowest compared entry with this formula, charge and spin: 166.2 kJ/mol
* E: -387.4442 Ha

ORCA calculation (the ωB97M-V functional and the def2-TZVPD basis) on a structure of composition C36H38N2O3P2RbS5Se2.

```
89
C36H38N2O3P2RbS5Se2 the ωB97M-V functional and the def2-TZVPD basis
Rb 0.534 1.464 -0.082
C -0.126 -2.087 2.178
C 0.146 -2.479 0.767
N 0.517 -1.671 -0.170
C 0.716 -2.324 -1.362
C 0.477 -3.662 -1.334
S -0.020 -4.125 0.234
C 1.174 -1.569 -2.531
C 1.395 -2.093 -3.767
S 1.918 -0.859 -4.829
C 1.800 0.293 -3.540
N 1.403 -0.219 -2.422
C 2.150 1.732 -3.721
H 0.124 -1.035 2.299
H 0.493 -2.665 2.867
H -1.180 -2.237 2.418
H 0.571 -4.371 -2.139
H 1.244 -3.106 -4.097
H 2.384 1.961 -4.760
H 3.013 1.972 -3.096
H 1.324 2.365 -3.392
C -4.935 3.975 -1.033
C -3.447 3.777 -1.216
O -2.796 4.995 -0.823
P -1.207 4.978 -0.510
S -0.726 6.784 0.074
S -0.243 4.101 -2.010
O -1.114 3.897 0.708
C -1.395 4.242 2.064
C -2.874 4.472 2.307
H -5.480 3.098 -1.388
H -5.272 4.853 -1.589
H -5.177 4.118 0.021
H -3.198 3.572 -2.261
H -3.081 2.939 -0.617
H -0.810 5.124 2.336
H -1.045 3.389 2.648
H -3.214 5.365 1.783
H -3.057 4.598 3.378
H -3.448 3.613 1.956
Se 4.235 0.917 -0.303
P 3.956 0.047 1.632
Se 2.408 0.753 2.947
C 5.560 0.141 2.526
C 6.677 -0.470 1.957
C 7.905 -0.421 2.596
C 8.034 0.252 3.806
C 6.928 0.869 4.370
C 5.692 0.809 3.734
C 3.793 -1.780 1.496
C 3.816 -2.550 2.657
C 3.701 -3.929 2.587
C 3.556 -4.553 1.353
C 3.524 -3.789 0.197
C 3.640 -2.405 0.267
H 6.575 -0.974 1.003
H 8.766 -0.902 2.147
H 8.995 0.295 4.303
H 7.022 1.399 5.310
H 4.816 1.276 4.168
H 3.913 -2.059 3.619
H 3.720 -4.520 3.495
H 3.457 -5.631 1.298
H 3.397 -4.265 -0.767
H 3.623 -1.797 -0.630
O -2.061 0.901 0.038
S -2.661 -0.488 0.107
C -4.363 -0.491 0.210
C -4.971 -1.298 1.219
C -6.331 -1.441 1.279
C -7.177 -0.791 0.338
C -6.581 0.003 -0.658
C -5.218 0.164 -0.738
C -2.423 -1.035 -1.618
C -2.027 -0.138 -2.601
C -1.876 -0.580 -3.910
C -2.094 -1.914 -4.228
C -2.483 -2.809 -3.236
C -2.656 -2.366 -1.934
H -4.334 -1.799 1.942
H -6.763 -2.056 2.062
H -8.252 -0.903 0.389
H -7.209 0.509 -1.385
H -4.777 0.787 -1.508
H -1.838 0.894 -2.326
H -1.568 0.119 -4.679
H -1.957 -2.256 -5.248
H -2.652 -3.852 -3.481
H -2.978 -3.047 -1.152
```

Computed properties:
* total charge: -2
* spin multiplicity: 2
* <S²>: 0.77
* strongest force on any atom: 0.0092 hartree/bohr
* orbital gap (alpha / beta): 2.94 / 6.04 eV
* ΔE to the lowest compared entry with this formula, charge and spin: 0.0 kJ/mol
* E: -9230.7159 Ha